ORCA calculation (ωB97M-V with the def2-TZVPD basis set) on a 6-piece molecular cluster, C2H14ClN4O5 overall at a distorted geometry.

Values from the calculation:
- E: -31027.122 eV
- LUMO level: 2.932 eV
- Total charge: -1
- Kohn-Sham gap: 9.136 eV

Structure (XYZ):
```
26
Properties=species:S:1:pos:R:3:forces:R:3:lowdin_charge:R:1
Cl -0.37222 -0.19266 -0.59671 0.27 -0.30 0.28 -0.118
C -1.46127 1.43630 3.44696 0.53 -0.44 0.56 -0.658
O -2.24989 2.15282 2.86551 0.09 -0.31 -0.28 0.036
N -1.24811 1.58536 4.82601 -0.66 -0.02 -0.32 0.109
N -0.74798 0.37896 2.94689 -0.04 0.19 -0.90 0.154
H -1.85282 2.28080 5.22838 0.35 0.15 0.10 0.084
H -0.34190 1.43271 5.21988 0.11 0.06 0.11 0.072
H -0.08779 -0.09548 3.52687 -0.01 -0.05 0.32 0.080
H -0.63493 0.17757 1.94980 -0.38 0.48 0.17 0.010
C 3.01284 -0.86102 -3.12640 -1.22 0.84 0.19 -0.683
O 3.79563 -0.69683 -4.05754 -0.19 -0.43 0.31 -0.012
N 2.93147 -1.98907 -2.35739 0.57 -0.15 -0.36 0.142
N 2.05928 0.08037 -2.78750 1.23 -0.10 -0.84 0.128
H 2.45502 -1.95760 -1.47672 -0.14 -0.19 0.02 0.078
H 3.53411 -2.74777 -2.62022 0.04 0.04 0.34 0.093
H 1.98582 0.78526 -3.50112 -0.17 0.22 0.37 0.090
H 1.36166 -0.00773 -2.05660 -0.18 -0.15 -0.05 -0.069
O -1.22982 2.08346 -2.74561 0.32 -0.11 0.04 -0.120
H -0.88378 1.41524 -2.11502 -0.33 0.19 -0.12 -0.101
H -0.74027 1.92403 -3.55809 -0.04 -0.04 0.05 0.006
O -0.40208 -3.70704 0.25936 0.27 0.02 -0.07 -0.095
H 0.39129 -4.01369 0.70869 -0.05 0.04 -0.02 0.015
H -0.14914 -2.85322 -0.12944 -0.31 0.11 0.08 -0.051
O -3.39063 1.07050 -0.12974 -0.11 -0.21 0.05 -0.114
H -3.10595 1.84826 0.35714 0.09 0.00 0.16 0.007
H -2.62852 0.47049 -0.07740 -0.04 0.19 -0.19 -0.081
```
Forces are in eV/Å.

---

ORCA calculation (ωB97M-V with the def2-TZVPD basis set) on a 4-piece molecular cluster, C2H14N2O3 overall at a distorted geometry.

Values from the calculation:
- E: -11420.611 eV
- Spin multiplicity: 2
- LUMO level (spin up / spin down): 2.477 / 2.385 eV
- Total charge: -1
- Kohn-Sham gap (spin up / spin down): 1.298 / 8.150 eV

Structure (XYZ):
```
21
Properties=species:S:1:pos:R:3:forces:R:3:mulliken_spin:R:1
N -0.87524 -1.41574 0.89862 1.92 -1.60 -4.51 0.029
C 0.06104 -0.47871 0.20666 2.89 0.56 0.57 0.057
C -0.39380 0.64966 -0.81685 -0.87 -1.44 -0.01 0.292
N 0.51138 1.83074 -0.85729 -1.24 -2.11 1.41 0.518
H -1.58246 -1.78876 0.22167 0.98 0.48 0.73 -0.009
H -1.34303 -0.91078 1.52105 -2.74 2.55 3.39 0.014
H 0.83623 -1.11746 -0.24176 -0.38 0.00 -0.49 -0.058
H 0.79010 0.06061 0.95420 -1.95 -0.77 -0.72 -0.038
H -0.53117 0.14137 -1.84820 0.14 0.78 1.38 0.022
H -1.45038 0.85181 -0.42163 1.43 0.62 -0.80 -0.073
H 1.32843 1.76288 -1.43645 -0.11 0.09 -0.43 -0.230
H -0.02505 2.64982 -0.98657 -0.05 1.00 -0.48 -0.215
H -1.36529 1.94748 2.68682 1.61 0.09 -0.27 -0.033
H -2.69085 2.04811 3.21825 -0.59 -0.11 -0.24 -0.045
O -2.24744 1.77807 2.40274 -0.99 -0.03 0.44 0.109
H -0.38890 -6.99764 0.76992 0.12 -0.14 -1.80 -0.012
H 0.57881 -6.70186 1.55064 1.98 1.07 4.93 -0.012
O 0.56846 -6.80820 0.66223 -2.09 -0.93 -3.14 0.039
H 2.52220 3.96131 -3.49356 0.34 0.76 -0.65 -0.496
H 2.51978 5.39131 -2.52334 -0.09 -2.16 -1.17 -0.487
O 2.34713 4.37652 -2.63987 -0.32 1.29 1.86 1.629
```
Forces are in eV/Å.

---

ORCA calculation (ωB97M-V with the def2-TZVPD basis set) on a 4-piece molecular cluster, C2H14N2O3 overall at a distorted geometry.

Values from the calculation:
- E: -11421.915 eV
- LUMO level: 0.525 eV
- Structure (SMILES): NCCN.O.O.O
- Kohn-Sham gap: 9.405 eV

Structure (XYZ):
```
21
Properties=species:S:1:pos:R:3:forces:R:3:lowdin_charge:R:1
C 1.44052 0.63676 0.33616 0.80 -1.76 -0.68 -0.231
C 0.49646 0.71388 -0.91436 0.22 -0.72 0.20 -0.321
N 0.97488 1.59371 -1.95189 0.04 -3.52 -3.59 -0.023
N 1.20201 -0.76702 0.87532 0.21 1.29 -0.41 -0.010
H 2.57245 0.63193 -0.02810 -2.43 0.26 0.72 0.136
H 1.24281 1.51042 1.03378 0.35 -1.14 -0.59 0.104
H 0.22783 -0.31443 -1.35050 1.27 1.30 0.59 0.105
H -0.52177 0.99824 -0.63049 0.08 0.78 0.37 0.078
H 1.66944 1.08134 -2.59260 -1.66 0.64 1.23 0.105
H 1.49752 2.36642 -1.75549 1.13 2.65 1.70 0.012
H 1.93825 -1.13209 1.44389 0.63 0.18 0.29 0.048
H 0.37898 -0.83420 1.44500 -0.42 0.07 0.15 0.021
H -0.93187 0.63204 2.05144 -0.07 1.23 2.18 0.021
H -1.40859 1.78118 2.98271 -1.97 1.70 0.09 -0.013
O -0.74188 1.15526 2.90436 1.92 -2.77 -1.96 -0.069
H -1.45626 -2.07911 -2.69840 -5.03 3.15 -3.77 -0.048
H 0.07076 -2.26462 -2.61471 3.61 1.24 -2.07 -0.015
O -0.75737 -2.41645 -2.32511 1.38 -4.42 5.81 0.067
H -2.89102 -0.81455 0.77920 0.73 0.08 0.45 0.077
H -1.59994 -0.27287 0.18826 0.01 -0.35 0.14 0.016
O -1.95682 -0.63636 1.01465 -0.77 0.10 -0.82 -0.059
```
Forces are in eV/Å.

---

ORCA calculation (ωB97M-V with the def2-TZVPD basis set) on a 4-piece molecular cluster, C2H14N2O3 overall at a distorted geometry.

Values from the calculation:
- E: -11423.646 eV
- LUMO level: 0.449 eV
- Structure (SMILES): CNCN.O.O.O
- Kohn-Sham gap: 9.895 eV

Structure (XYZ):
```
21
Properties=species:S:1:pos:R:3:forces:R:3:lowdin_charge:R:1
C -1.75817 0.44756 1.33350 0.81 -0.27 -0.59 -0.103
N -1.55236 0.05248 -0.07903 -0.52 0.27 0.73 -0.149
C -0.90493 -1.23740 -0.17725 0.39 -0.57 0.24 -0.346
N -0.58265 -1.53935 -1.56471 0.11 -0.27 0.06 0.022
H -2.15389 1.45829 1.31114 -0.48 -0.11 0.39 0.078
H -2.35271 -0.30482 1.86342 -0.28 0.42 0.12 0.081
H -0.79345 0.49869 1.83763 0.11 -0.02 -0.03 0.075
H -2.49968 -0.00417 -0.44880 0.35 -0.06 -0.52 0.120
H -1.51558 -2.05512 0.23350 -0.14 0.07 -0.17 0.119
H -0.01042 -1.20374 0.45003 0.08 0.15 0.08 0.093
H 0.13790 -0.90091 -1.86877 0.01 0.47 -0.18 0.047
H -0.09610 -2.43133 -1.58654 -0.31 -0.16 0.02 0.069
H -0.41728 1.18832 -0.88769 -0.50 0.09 -0.14 -0.004
H 0.22146 2.59809 -1.18532 -0.25 0.07 0.00 0.038
O 0.12300 1.70793 -1.53315 0.71 -0.05 0.06 -0.090
H 2.41143 -0.26049 0.86946 0.09 -0.29 0.04 -0.059
H 2.92874 -1.27737 -0.12714 0.00 -0.11 0.19 0.029
O 2.48725 -1.21801 0.72783 0.15 -1.20 -0.09 -0.095
H 2.46192 2.03660 0.74222 0.01 -0.10 0.00 0.078
H 1.70801 1.28167 -0.38397 -0.17 -0.03 0.05 0.040
O 2.15754 1.16307 0.47362 -0.17 1.69 -0.26 -0.045
```
Forces are in eV/Å.

---

ORCA calculation (ωB97M-V with the def2-TZVPD basis set) on a 2-piece molecular cluster, C2H14N2Si3 overall at a distorted geometry.

Values from the calculation:
- E: -28911.091 eV
- LUMO level: -0.319 eV
- Kohn-Sham gap: 7.999 eV

Structure (XYZ):
```
21
Properties=species:S:1:pos:R:3:forces:R:3:lowdin_charge:R:1
C 2.35771 -0.89991 0.29420 2.05 0.46 -2.85 -0.108
C 2.51216 1.53728 0.61847 1.43 -0.06 1.49 -0.153
N 1.92729 0.46641 -0.12963 -1.56 -1.88 -0.75 -0.415
N -1.75951 -0.39658 -0.05524 1.64 1.26 -0.30 -0.559
Si -2.15969 -1.94772 -0.54950 -2.14 -1.27 1.53 0.246
Si -2.77626 0.88828 0.53796 -0.06 -0.63 -0.80 0.313
Si 0.52906 0.55267 -1.08886 -2.07 0.82 2.68 0.821
H 2.53503 -0.76074 1.31095 -0.10 -0.79 1.92 0.048
H 1.64997 -1.68057 -0.00753 0.11 0.23 0.48 0.067
H 3.40881 -1.16266 -0.17958 -1.99 0.51 0.75 0.124
H 2.82586 2.24595 -0.12894 0.40 0.80 0.37 0.071
H 1.91635 1.99810 1.43362 -0.24 -0.22 -0.75 0.094
H 3.40930 1.13163 1.20739 -0.92 0.65 -1.20 0.110
H -2.30167 -2.11120 -2.00699 0.19 -0.14 -0.27 -0.122
H -3.68500 -2.14108 0.08332 1.78 -0.07 -0.87 -0.061
H -1.36268 -3.23829 -0.03698 -0.43 1.43 -0.46 -0.094
H -4.32706 0.93092 0.61877 0.89 -1.02 0.62 -0.090
H -2.14348 1.27191 1.84953 -0.42 0.47 -0.43 -0.090
H -2.93993 1.82375 -0.59889 0.88 0.83 0.13 -0.117
H 0.42069 -0.46304 -2.06475 0.05 -0.59 -0.89 -0.059
H -0.03693 1.95489 -1.10730 0.49 -0.78 -0.42 -0.026
```
Forces are in eV/Å.

---

ORCA calculation (ωB97M-V with the def2-TZVPD basis set) on a 5-piece molecular cluster, C2H14N4O5 overall at a distorted geometry.

Values from the calculation:
- E: -18498.391 eV
- LUMO level: 0.686 eV
- Structure (SMILES): NC(N)=O.NC(N)=O.O.O.O
- Kohn-Sham gap: 10.350 eV

Structure (XYZ):
```
25
Properties=species:S:1:pos:R:3:forces:R:3:lowdin_charge:R:1
C -4.61760 0.46029 2.10711 2.63 3.19 -1.32 -0.811
O -3.93900 0.82468 1.17201 2.15 -1.53 -1.72 0.034
N -4.24499 -0.06322 3.23712 3.22 -3.75 2.92 0.159
N -5.71281 1.07934 2.26768 -6.95 1.84 0.75 0.144
H -3.27618 -0.34531 3.28107 -0.25 -0.26 0.18 0.121
H -4.76862 -0.07175 4.10075 0.15 0.11 -0.52 0.112
H -5.91743 1.89645 1.71037 -0.26 -0.54 0.14 0.132
H -6.25287 0.76392 3.06073 -0.66 0.93 -0.43 0.109
C 3.62549 -1.41978 3.43676 5.58 0.25 1.04 -0.853
O 2.50154 -1.35812 3.54460 -9.41 -0.78 0.90 0.135
N 4.30940 -0.84824 2.50683 4.04 2.95 -4.85 0.155
N 4.49489 -1.94367 4.33041 0.32 -1.59 1.92 0.138
H 4.02436 -0.42452 1.63545 -0.81 -0.21 0.56 0.123
H 5.26765 -0.61160 2.72096 -0.14 -0.31 -0.41 0.101
H 4.00253 -2.28782 5.14236 0.69 0.21 0.30 0.106
H 5.40434 -1.50824 4.38862 -0.27 -0.52 0.53 0.095
O 1.90534 1.39863 -1.81815 0.29 0.01 0.04 -0.058
H 1.28241 1.12966 -1.14299 -0.17 -0.09 0.19 0.029
H 1.36007 1.75516 -2.51944 -0.12 0.06 -0.21 0.029
O -1.15165 -1.09843 -5.15261 0.05 0.23 0.01 -0.055
H -0.73961 -1.71025 -5.76265 0.15 -0.13 -0.16 0.027
H -1.87369 -1.59423 -4.76650 -0.20 -0.08 0.15 0.028
O 1.80836 1.86784 -9.13762 0.21 -0.07 0.00 -0.055
H 1.29582 2.04173 -9.92711 -0.10 0.03 -0.22 0.027
H 1.21234 2.06754 -8.41574 -0.12 0.03 0.23 0.028
```
Forces are in eV/Å.

---

ORCA calculation (ωB97M-V with the def2-TZVPD basis set) on a 4-piece molecular cluster, C2H14NO3S2 overall at a distorted geometry.

Values from the calculation:
- E: -31585.851 eV
- Spin multiplicity: 2
- LUMO level (spin up / spin down): -7.981 / -12.083 eV
- Total charge: +2
- Kohn-Sham gap (spin up / spin down): 10.235 / 6.132 eV

Structure (XYZ):
```
22
Properties=species:S:1:pos:R:3:forces:R:3:mulliken_spin:R:1
N -0.53481 -0.17888 -0.50386 -1.35 -0.47 0.28 0.000
C 0.36900 0.86636 0.09643 0.02 -0.87 0.20 0.039
C 1.91886 0.54839 -0.09862 -2.24 -0.58 -0.61 -0.001
S 2.34318 -0.55683 1.29023 0.79 1.01 0.54 0.524
S 3.96079 0.19870 2.26506 -1.44 -0.56 1.13 0.403
H -0.93149 -0.86101 0.21349 0.63 1.07 -1.18 0.001
H -0.03991 -0.72337 -1.19633 0.21 -0.44 -0.15 0.000
H -1.39859 0.27011 -1.02465 0.51 0.13 0.85 0.000
H 0.12853 0.85403 1.15712 0.02 0.48 0.05 -0.011
H 0.04574 1.81131 -0.34371 0.60 0.05 0.05 0.007
H 2.00332 -0.01395 -1.03132 0.49 0.16 0.03 0.009
H 2.43168 1.48595 -0.12238 0.76 0.29 0.19 0.002
H 4.98551 -0.10475 1.50584 0.69 0.17 -1.39 0.023
H -2.67370 2.13884 -1.37544 -0.31 0.83 -0.05 0.000
H -3.48364 0.83809 -1.09048 -0.04 0.19 0.21 0.000
O -2.67161 1.19600 -1.47093 0.73 -0.95 -0.50 0.000
H -4.02352 -0.23130 1.39806 0.52 0.45 -0.01 0.000
H -2.79084 0.81140 1.39466 -1.47 -1.04 -0.52 0.000
O -3.33678 0.18389 0.84265 0.79 0.39 0.92 0.000
H 0.74639 -3.24412 -1.05869 -0.06 1.84 0.13 0.000
H 1.83775 -2.90338 -0.17944 -0.97 1.48 -0.69 -0.003
O 1.11415 -2.38548 -0.66768 1.13 -3.62 0.50 0.006
```
Forces are in eV/Å.

---

ORCA calculation (ωB97M-V with the def2-TZVPD basis set) on a 5-piece molecular cluster, C2H14O4S overall at a distorted geometry.

Values from the calculation:
- E: -21325.696 eV
- LUMO level: 0.452 eV
- Structure (SMILES): CCS.O.O.O.O
- Kohn-Sham gap: 9.534 eV

Structure (XYZ):
```
21
Properties=species:S:1:pos:R:3:forces:R:3:lowdin_charge:R:1
C -1.45091 1.26675 1.21655 -1.19 0.00 1.54 -0.220
C -1.37776 -0.14587 0.72012 0.53 0.05 -0.99 -0.590
S -2.50081 -0.22633 -0.75206 -0.35 -1.06 0.92 0.711
H -0.92114 1.28187 2.17045 0.23 0.50 0.08 0.067
H -2.52258 1.44469 1.45885 0.68 0.32 -0.10 0.070
H -1.08625 2.03942 0.54209 0.08 -0.32 -0.08 0.065
H -0.37101 -0.30939 0.31320 -0.35 -0.31 0.21 0.007
H -1.59462 -0.90374 1.51191 -0.03 0.59 -0.91 0.096
H -3.43613 -0.97225 -0.09184 0.31 0.36 -0.61 -0.129
H 1.77550 -2.95567 0.23065 0.01 0.22 -0.12 0.071
H 1.62413 -1.40177 0.01762 0.11 -0.91 0.31 0.042
O 1.18554 -2.27870 -0.12006 0.48 0.63 0.66 -0.058
H 0.89266 2.24925 -1.85747 -0.02 -0.15 0.22 0.058
H 0.87853 0.79810 -1.55443 -0.48 -4.01 -2.01 -0.085
O 0.99601 1.59487 -1.15427 0.21 4.83 1.45 -0.042
H 3.18472 0.67193 1.13594 -0.05 0.00 0.93 0.047
H 1.56942 0.44910 1.27019 0.61 0.44 0.61 0.037
O 2.34667 0.53044 0.71065 -0.36 -0.87 -1.08 -0.038
H 0.71553 -1.42710 -1.44763 0.50 -1.75 1.07 -0.048
H -0.41266 -0.87585 -2.19274 -2.59 -0.09 -0.35 -0.036
O 0.50514 -0.82975 -2.12772 1.66 1.55 -1.76 -0.024
```
Forces are in eV/Å.